C22H49N2OP3RuS | ωB97M-V with the def2-TZVPD basis set

Each line ends with the Mulliken charge.
Geometry (Å):
Ru -0.59981 0.21225 -0.20169  0.057
P -1.39994 1.36232 1.58585  1.077
P -2.25057 -1.32681 -0.31197  1.149
P -1.58266 1.54127 -1.79862  1.317
H 7.03516 2.61694 -3.71247  0.331
C 6.50612 3.57246 -3.79932  -0.330
C 6.41509 4.45220 -2.79211  -0.314
H 6.90738 4.30615 -1.82437  0.337
C -0.50792 1.00795 3.13459  -0.884
C -3.14815 1.17736 2.07810  -1.126
C -1.13990 3.15784 1.37628  -1.210
C -1.93577 -2.44313 -1.73175  -1.365
C -2.39333 -2.47550 1.10343  -0.900
C -4.02366 -0.90239 -0.53039  -1.211
C -0.63097 3.04828 -2.18773  -1.400
C -3.27219 2.25702 -1.61985  -1.618
C -1.71099 0.69326 -3.41307  -1.462
H 6.07714 3.79490 -4.78454  0.392
H 5.86864 5.39388 -2.92289  0.415
H 0.57113 1.08292 2.94681  0.383
H -0.73949 -0.00671 3.48636  -0.259
H -0.79403 1.72814 3.91542  0.577
H -3.36463 0.13197 2.33134  0.259
H -3.82992 1.49043 1.28025  0.296
H -3.35160 1.79555 2.96447  0.510
H -0.11992 3.31006 0.99016  0.179
H -1.23586 3.66400 2.35035  0.528
H -1.86499 3.58544 0.67490  0.317
H -2.60657 -3.31366 -1.69964  0.485
H -0.89526 -2.78661 -1.68920  0.216
H -2.07559 -1.91346 -2.68152  0.313
H -3.33583 -3.03873 1.05536  0.577
H -2.36972 -1.91631 2.04746  0.293
H -1.55332 -3.18035 1.08774  -0.117
H -4.44365 -1.42288 -1.40084  0.406
H -4.17980 0.16969 -0.66700  0.126
H -4.59105 -1.21013 0.35684  0.490
H -1.25844 3.74971 -2.75131  0.597
H 0.24896 2.78686 -2.78694  0.210
H -0.29466 3.53426 -1.26628  0.279
H -3.30674 3.23445 -2.12120  0.494
H -3.55142 2.41297 -0.57130  0.303
H -4.02253 1.61519 -2.09919  0.485
H -1.69624 1.43657 -4.22067  0.493
H -2.63045 0.09960 -3.48754  0.375
H -0.84707 0.02999 -3.53667  0.390
C 2.36633 1.81919 -0.98617  0.135
C 2.68309 0.88693 -2.02776  -0.119
C 3.30104 1.31507 -3.18465  -0.736
C 3.73023 2.63854 -3.29433  -0.392
C 3.66227 3.48537 -2.18599  -0.338
C 3.02636 3.09320 -1.02968  -0.710
O 1.48068 1.59335 -0.08477  -0.181
H 0.13024 -0.08330 -1.61776  -0.034
H 2.32751 -0.13419 -1.92175  0.460
H 3.45368 0.60873 -3.99748  0.457
H 4.19477 2.98348 -4.22176  0.611
H 4.15911 4.44704 -2.23303  0.594
H 2.92865 3.76304 -0.17483  0.455
C 0.17187 -5.92449 1.40989  -1.123
C 1.19350 -4.82074 1.54950  -0.592
N 0.60093 -3.51926 1.10629  -0.043
C 0.81600 -2.38324 1.83530  -0.117
S 1.27167 -0.96803 1.02313  -0.229
N 0.70509 -2.39319 3.17421  -0.064
C -0.15057 -3.32303 3.92534  -0.084
C -0.57238 -2.72992 5.26191  -1.464
H -0.75416 -5.68536 1.95284  0.249
H 0.57522 -6.85094 1.83035  0.382
H -0.07119 -6.09011 0.35260  0.354
H 1.58430 -4.71298 2.56645  0.362
H 2.04590 -5.00184 0.88486  0.428
H 0.75663 -3.36765 0.10083  0.279
H 0.98979 -1.53171 3.65016  0.429
H -1.02944 -3.58292 3.31484  0.097
H 0.41035 -4.25084 4.07725  0.346
H -1.12409 -1.79453 5.11873  0.336
H -1.23321 -3.44800 5.76222  0.410
H 0.29483 -2.55288 5.90767  0.380

Forces on atoms 1 to 2 (eV/Å):
2.42 -1.38 0.47
-0.90 1.88 1.59

Its total charge is +3. As for the spin multiplicity: 6. The calculation puts the HOMO energy (alpha / beta) at -0.5095 / -0.5986 hartree.